Computed, not measured: one molecule with the formula C4H2F2O at a distorted geometry, with ωB97M-V/def2-TZVPD.

Summary:
SMILES: OC(F)=C=C=CF
HOMO level (spin up / spin down): -8.02 / -8.02 eV
ΔE to the lowest compared entry with this formula, charge and spin: 3.841 eV
Kohn-Sham gap (spin up / spin down): 0.3013 / 0.3012 Ha

```
! wB97M-V def2-TZVPD RIJCOSX def2/J DEFGRID3
* xyz 0 1
O 2.43160 0.03698 0.01963
C 1.50979 -0.94038 0.05510
F 1.97426 -2.18384 -0.09113
C 0.05547 -0.74105 0.07463
C -1.27915 -0.49947 0.15174
C -2.68241 -0.31518 -0.05744
F -3.55697 -1.34926 0.02137
H 3.40314 -0.11690 -0.21505
H -2.95738 0.72410 -0.20334
*
```